Entry from the OMol25 dataset: a cluster of 6 separate species, C34H35F7INO5P2S in total (the ωB97M-V functional and the def2-TZVPD basis).

Structure (XYZ):
```
86
C34H35F7INO5P2S the ωB97M-V functional and the def2-TZVPD basis
H -9.881 1.128 -0.688
H -1.620 6.474 2.831
C -8.309 -0.158 0.004
F -1.114 0.113 -1.345
C -3.081 5.074 0.561
H -2.118 5.474 7.644
H -6.031 2.945 -0.270
C -1.116 5.100 -0.824
H -6.388 -5.272 -2.177
F 1.346 -1.437 -4.209
C -2.166 3.011 -0.266
H 6.801 -6.675 2.217
C -3.634 -3.330 -1.857
C -3.124 3.690 0.474
H -3.904 3.138 0.985
C 5.567 -1.593 -2.050
H -8.421 3.113 -0.863
H -2.987 4.555 3.555
H -0.330 5.649 -1.327
H 6.800 1.827 -1.994
O 2.598 1.228 -3.158
H 10.268 -5.495 0.005
H 5.131 2.007 -3.494
C -5.504 -2.038 -2.642
C 10.583 -6.981 1.519
H 11.645 -7.066 1.323
C -8.833 1.054 -0.426
S 3.270 -0.050 -3.143
C -8.013 2.169 -0.524
H 8.179 -8.242 3.541
C 9.997 -7.753 2.512
C -4.431 -4.467 -1.830
H 7.843 -5.308 0.448
C -5.766 -4.387 -2.203
F 1.404 -0.370 -0.946
C -2.077 5.779 -0.089
H -2.043 6.860 -0.020
I 6.402 0.286 0.598
C 8.636 -7.642 2.764
C -2.641 4.897 5.646
H -6.554 -1.201 0.663
C -2.011 5.695 6.590
H -3.556 -1.228 -2.274
H -3.828 5.605 1.139
C 8.448 -5.990 1.027
C 0.825 -1.059 -1.943
C -1.161 3.716 -0.914
C -0.440 -0.296 -2.431
F -0.128 0.757 -3.176
H -8.947 -1.029 0.076
C -1.731 6.259 3.886
H 3.752 -0.035 -0.440
H 10.600 -8.441 3.090
C -6.966 -0.253 0.339
F 2.508 -2.504 -2.725
N 5.427 -3.443 -0.657
C -1.243 6.778 6.183
H -0.752 7.401 6.919
H -0.409 3.188 -1.487
C -6.302 -3.173 -2.608
C -1.104 7.060 4.831
H -0.505 7.904 4.513
H -5.922 -1.090 -2.955
H 4.780 -2.196 -2.502
O 5.959 -4.031 0.177
O 4.806 3.089 -1.315
P 5.418 2.023 -2.120
C -2.500 5.179 4.294
H -7.344 -3.110 -2.898
H -4.012 -5.414 -1.516
P 4.771 -0.033 -1.388
C 1.906 -1.346 -3.012
C -6.146 0.863 0.242
H -2.203 1.933 -0.334
H -3.242 4.055 5.963
C 7.862 -6.762 2.021
F -1.224 -1.123 -3.130
O 4.034 -0.484 -4.296
H -5.096 0.786 0.498
O 6.266 -2.352 -1.104
C -4.172 -2.116 -2.262
C 9.809 -6.099 0.777
H 6.260 -1.256 -2.823
F 0.399 -2.219 -1.443
H -2.594 -3.390 -1.562
C -6.669 2.074 -0.190
```

Values from the calculation:
**HOMO**: -9.24 eV
**LUMO**: -0.92 eV
**Charge**: 0
**Structure (SMILES)**: O=NOC[PH](I)([PH2]=O)S(=O)(=O)C(F)(F)C(F)(F)C(F)(F)F.c1ccccc1.c1ccccc1.c1ccccc1.c1ccccc1.c1ccccc1
**Kohn-Sham gap**: 8.32 eV

---

Entry from the OMol25 dataset: a structure of composition C34H35N2P2Ru (the ωB97M-V functional and the def2-TZVPD basis).

Structure (XYZ):
```
74
C34H35N2P2Ru the ωB97M-V functional and the def2-TZVPD basis
H -4.822 0.569 -0.075
H 0.350 -2.819 -2.229
H -1.808 6.421 0.400
H 3.127 2.127 1.441
H 0.996 3.398 -2.349
H -3.311 -4.433 -1.905
H 1.796 2.786 2.433
C -1.700 -2.026 -0.078
C -2.616 -3.727 1.370
C -3.957 0.402 1.880
C -3.929 0.686 0.524
H -2.865 0.378 3.731
C 1.935 -2.307 4.626
H -1.236 -0.558 -4.635
H 4.288 0.737 -3.164
N -0.928 -1.173 -2.631
C -1.646 1.051 2.108
C -0.316 3.567 -0.633
H -3.637 -5.339 0.359
H -2.773 1.509 -1.095
H 3.307 -2.307 0.621
C 4.530 -1.940 -1.101
C 0.293 5.398 -2.067
C 3.016 0.363 -1.475
H 2.130 3.445 0.821
C -1.117 4.415 0.144
H 2.092 -2.840 5.554
H 0.204 -2.385 -3.949
H -4.874 0.048 2.334
H 2.684 -0.449 5.397
C 2.119 2.538 1.424
C -2.822 0.588 2.670
C -1.197 5.754 -0.193
H -0.759 1.179 2.718
C 3.499 -1.651 -0.219
C 1.209 -2.289 2.337
C -3.098 -4.408 0.235
H 5.612 -1.311 -2.840
H 1.174 -1.368 -2.857
H -1.931 0.525 -3.410
H 1.167 -4.024 3.593
H -2.776 -4.151 2.352
H 2.450 1.280 -1.605
C 4.800 -1.086 -2.161
H -0.570 7.289 -1.548
C 0.385 4.057 -1.743
C 2.738 -0.496 -0.402
C 2.267 -0.960 4.540
C 0.283 -1.991 -2.933
C 1.542 -0.936 2.245
C -2.135 -2.048 -2.578
H -1.589 -2.001 2.085
C -0.497 6.240 -1.292
P -0.130 1.876 -0.153
H -3.013 -1.426 -2.769
H -1.665 4.041 0.999
C -2.261 -2.697 -1.225
Ru -0.682 -0.411 -0.657
H 0.807 -2.816 1.478
P 1.360 -0.130 0.668
C 1.411 -2.972 3.524
C 4.049 0.067 -2.349
C -1.611 1.378 0.745
C -2.759 1.175 -0.060
H 0.828 5.788 -2.921
C -1.077 -0.106 -3.653
C -1.957 -2.537 1.220
H 2.366 0.769 3.301
C -2.917 -3.891 -1.054
H -2.083 -2.790 -3.379
H -0.166 0.490 -3.682
C 2.079 -0.272 3.353
H 5.136 -2.823 -0.955
N 1.207 1.558 0.795
```

Values from the calculation:
**HOMO (alpha / beta)**: -16.74 / -17.28 eV
**LUMO (alpha / beta)**: -9.38 / -11.96 eV
**2S+1**: 5
**Charge**: +3
**Kohn-Sham gap (alpha / beta)**: 7.36 / 5.32 eV
**Expectation value of S²**: 6.04

---

Entry from the OMol25 dataset: the ion C34H35N4 with charge +1 (the ωB97M-V functional and the def2-TZVPD basis).

Structure (XYZ):
```
73
C34H35N4 the ωB97M-V functional and the def2-TZVPD basis
H -2.166 -2.835 -2.316
C 2.900 0.920 3.548
H -1.441 -1.887 1.919
C -1.925 1.244 -3.464
C -1.772 5.029 2.727
H -3.633 1.320 3.371
C 3.767 -5.200 -2.524
H 4.631 -0.355 3.759
H -2.832 -1.161 -3.649
H 5.160 -4.630 -4.086
H 3.458 1.854 3.597
C -0.233 5.235 0.867
C 1.404 -1.455 3.499
C -1.318 -2.459 -2.912
C -0.325 3.723 -1.126
C -1.129 2.477 -3.055
C -1.432 0.971 3.231
C -1.728 -1.172 -3.607
H -1.723 3.376 -3.269
H -1.060 -3.201 -3.682
H -3.277 3.454 2.509
N -1.305 0.061 -2.970
H -3.659 -1.113 2.236
H 0.569 -3.604 -0.545
H -0.555 4.500 -1.866
C 3.462 -3.290 -3.992
C -0.866 4.150 0.224
C -2.420 3.966 2.061
C -2.787 0.649 3.230
C -2.971 -0.823 3.055
N -0.888 2.446 -1.607
H 0.606 5.704 0.354
H -1.332 -1.163 -4.646
C -0.138 -1.127 -1.190
H 2.155 -5.505 -1.080
C -0.100 1.104 0.379
C 0.452 -3.559 -1.632
H 1.011 1.960 3.405
H -0.187 2.501 -3.618
C -0.577 -0.121 2.657
C 4.223 -4.393 -3.580
H -2.125 5.352 3.697
C 3.545 -0.316 3.658
H -1.020 1.957 3.342
H -2.500 2.733 0.298
H 3.794 -2.657 -4.815
C 1.509 0.983 3.431
H -2.973 1.339 -3.093
C 0.278 -1.059 0.161
N -0.088 -0.071 1.062
C -1.977 3.549 0.810
H 0.778 3.668 -1.078
H 0.115 1.996 0.952
C 2.800 -1.497 3.631
C 1.791 -3.801 -2.312
H -3.350 -1.282 3.993
C 0.770 -0.208 3.342
C 2.252 -2.993 -3.355
H 0.816 -1.915 0.561
C -0.675 5.660 2.110
H -1.252 -2.081 3.677
H -1.927 1.191 -4.569
C 2.553 -4.899 -1.898
C -0.632 0.055 -1.778
H -0.242 -4.383 -1.897
C -0.522 1.245 -0.990
H 3.267 -2.469 3.747
H -0.166 6.494 2.611
C -1.505 -1.347 2.865
H 0.824 -2.381 3.522
H 1.664 -2.130 -3.681
N -0.167 -2.264 -2.021
H 4.344 -6.061 -2.195
```

Values from the calculation:
**HOMO**: -10.57 eV
**LUMO**: -3.25 eV
**Charge**: +1
**Structure (SMILES)**: C1=C[C@](c2ccccc2)([n+]2cc3c4c(c2)N(Cc2ccccc2)CCN4CCN3Cc2ccccc2)CC1
**Kohn-Sham gap**: 7.31 eV
**Energy relative to the best compared isomer or geometry (same formula, charge and spin)**: 29.64 kcal per mole

---

Entry from the OMol25 dataset: a cluster of 2 separate species, C34H36BF3O4S in total (the ωB97M-V functional and the def2-TZVPD basis).

Structure (XYZ):
```
79
C34H36BF3O4S the ωB97M-V functional and the def2-TZVPD basis
H -4.339 -1.313 4.301
C 1.599 -3.296 4.709
C -2.795 0.079 3.847
H -4.787 6.393 2.130
H 2.528 3.439 1.147
C 2.388 2.059 4.261
H -4.616 1.892 1.481
C -3.863 -0.450 4.790
C 0.762 2.609 2.088
O 4.729 -1.859 -0.484
H 2.228 -3.418 8.598
C 3.718 -1.875 0.430
B -1.423 1.737 3.205
H -4.409 2.133 3.240
H 2.672 -0.881 3.502
S -2.592 4.244 2.186
H 2.247 -5.218 8.686
O 0.429 -4.387 8.019
O -2.066 1.156 4.382
H 2.039 -2.571 -2.189
H -3.374 -0.818 5.702
C -4.003 6.632 2.865
H 2.740 -4.051 -1.464
H -3.277 7.320 2.415
C 2.930 2.620 3.105
C 1.029 1.731 4.291
C 0.479 -4.116 6.689
H 2.548 -3.054 4.233
C 2.521 -2.433 -0.073
H -1.064 -0.657 2.993
F 4.697 4.135 2.587
C -1.794 -1.018 3.734
C 4.419 2.844 2.969
C -2.046 3.229 3.472
H -4.093 -1.288 1.636
C 0.315 -2.213 2.872
C -4.440 1.391 2.439
H 1.266 -4.279 9.848
H 0.125 2.846 1.238
H -1.271 -1.133 4.690
H 4.749 -0.921 2.050
H -4.463 7.118 3.737
C -3.320 5.386 3.311
H -3.506 5.514 5.465
H 3.034 1.862 5.117
C -3.134 4.952 4.610
C 3.803 -1.342 1.736
H -4.626 0.273 5.075
H -2.255 -1.951 3.409
C 0.362 -3.007 4.073
H -1.655 -4.213 6.607
O -2.016 1.284 1.993
C 2.111 2.947 2.027
H -2.264 3.220 5.677
H 0.622 1.274 5.193
H 4.865 -3.208 -2.100
C -2.430 3.705 4.712
H -3.766 -0.047 0.407
H -0.581 -2.375 2.265
H -2.423 -1.001 1.030
C 1.633 -4.316 8.821
C 2.666 -1.344 2.511
F 4.971 2.026 2.008
C 4.188 -2.422 -1.750
H -1.801 -3.517 4.265
H 2.640 -4.094 6.409
H 0.464 -2.881 0.339
H -5.293 0.716 2.626
C 2.774 -2.943 -1.458
C -0.765 -3.987 6.025
C 1.480 -1.985 2.053
C 1.395 -2.453 0.720
C -3.179 0.552 2.377
C 1.665 -3.886 5.956
C -3.372 -0.527 1.311
F 5.103 2.605 4.122
C 0.207 2.004 3.206
C -0.815 -3.513 4.739
H 4.173 -1.609 -2.483
```

Values from the calculation:
**HOMO**: -6.20 eV
**LUMO**: -2.82 eV
**Charge**: 0
**Kohn-Sham gap**: 3.38 eV
**Energy relative to the best compared isomer or geometry (same formula, charge and spin)**: 61.10 kcal per mole

---

Entry from the OMol25 dataset: a cluster of 2 separate species, C34H36Br3FNO17P3S in total (the ωB97M-V functional and the def2-TZVPD basis).

Structure (XYZ):
```
96
C34H36Br3FNO17P3S the ωB97M-V functional and the def2-TZVPD basis
C -2.535 0.112 1.583
H 4.519 2.204 -1.253
O -3.158 -2.920 4.591
H -0.960 1.489 -2.068
C -9.749 0.620 3.021
P 5.354 3.236 4.177
C -0.198 -2.191 -6.832
C 2.180 -1.478 0.232
P 6.786 2.793 0.035
H -9.788 1.161 3.956
Br -4.384 0.178 2.255
H -0.961 -0.263 4.733
C 3.523 1.793 -0.919
C 3.468 1.632 0.640
H -4.358 0.968 -0.263
H -9.418 -1.356 -0.400
C 1.940 -0.684 -3.654
H 8.767 3.562 0.310
C -1.524 -0.253 2.559
N 1.685 -0.083 0.304
C -3.365 0.868 -0.762
H 0.759 -0.147 -5.430
H 2.875 -1.280 -3.449
C 2.481 0.506 2.687
Br -3.396 0.883 -3.807
O 6.613 1.172 -0.236
H 0.441 -2.281 -3.671
O 1.850 3.477 -0.626
H 3.247 1.120 4.678
H 1.341 -2.219 0.260
C 4.100 -2.548 -0.414
O -11.785 -0.524 0.342
H 2.482 0.338 -5.498
O -1.420 -3.175 2.715
C 0.756 -1.455 -2.967
C 5.485 -1.901 -0.053
H -1.605 -4.134 2.774
C -8.447 0.113 2.592
O 1.389 -3.708 -5.932
H 6.009 -1.516 -0.971
C -0.332 0.622 -1.708
C -10.837 0.412 2.272
H 1.024 -1.966 -2.009
H -0.821 -0.139 -3.697
O 8.120 3.173 0.932
H -6.547 -0.774 1.622
P -1.793 -2.482 4.193
O -12.046 0.870 2.644
H -0.119 -1.619 -7.787
H -12.660 0.588 1.938
S 1.227 -0.701 3.256
O -3.806 -1.181 -2.039
C -0.145 -0.306 2.106
H 6.327 1.086 -1.166
O -7.433 0.267 3.250
H 5.377 -1.117 0.738
C 1.796 -0.509 -5.206
H -0.706 -1.503 -6.091
C -10.766 -0.342 0.983
C -1.801 -0.593 4.057
H -2.800 -0.260 4.417
H 6.134 -2.710 0.376
F 2.214 2.972 -2.756
C -3.567 -0.027 -2.031
O 6.860 2.493 4.304
O 2.218 -1.648 -5.974
C -0.534 -0.588 -2.702
O -7.158 -1.051 0.908
C -9.460 -0.828 0.543
C 5.316 3.488 0.951
H -3.102 1.899 -1.141
H 2.081 0.314 -3.161
C 1.191 -2.555 -6.224
H 4.726 4.068 0.183
C 0.282 -0.029 0.718
C 2.445 2.811 -1.400
C 3.334 1.260 3.577
C -8.371 -0.617 1.290
Br 4.387 3.129 6.247
H 2.775 -1.660 1.179
H 0.734 0.947 -1.675
O 6.906 3.551 -1.259
O 3.971 -3.728 -0.279
H -1.345 -1.300 -2.394
H 3.441 0.788 -1.423
C -0.790 0.340 -0.239
O -0.667 -3.021 5.288
O 3.088 -1.692 -0.867
H 5.648 4.244 1.708
H -0.867 -3.087 -6.901
C 4.282 2.240 2.987
C -2.206 0.438 0.183
C 4.337 2.425 1.535
C 2.534 0.677 1.216
H 6.703 1.528 4.314
H 0.205 -2.702 4.978
```

Values from the calculation:
**HOMO**: -9.34 eV
**LUMO**: -1.55 eV
**Charge**: 0
**Structure (SMILES)**: CC(=O)OCCCCCc1c(CC(=O)Br)c(Br)c(CP(=O)(O)O)c2c1N(COC(C)=O)c1c(cc(P(O)Br)c(CP(=O)(O)O)c1CC(=O)F)S2.O=C1C=C(O)C(=O)C=C1O
**Kohn-Sham gap**: 7.79 eV
**Energy relative to the best compared isomer or geometry (same formula, charge and spin)**: 87.37 kcal per mole